Record 1
{
  "formula": "C3H11N3",
  "method": "ωB97M-V/def2-TZVPD",
  "multiplicity": 2,
  "s_squared": 0.779,
  "homo_ev": [-13.49, -13.48],
  "relative_energy_kj_mol": 103.5,
  "total_charge": 1,
  "elements": ["C", "N", "C", "H", "H", "H", "H", "H", "H", "H", "N", "C", "N", "H", "H", "H", "H"],
  "xyz": [[1.62, 0.55, 1.57], [1.36, 0.61, 0.10], [1.36, -0.74, -0.48], [2.66, 0.76, 1.82], [1.01, 1.29, 2.09], [1.31, -0.43, 1.94], [2.16, 1.07, -0.30], [2.11, -1.41, -0.05], [1.63, -0.68, -1.53], [0.39, -1.24, -0.37], [-1.59, 0.43, 0.03], [-2.20, -0.14, -0.99], [-3.51, -0.33, -1.00], [-0.67, 0.91, 0.04], [-2.25, 0.69, 0.77], [-1.56, -0.62, -1.73], [-3.83, -0.71, -1.89]]
}



Record 2
{
  "formula": "C3H11N3O",
  "method": "ωB97M-V/def2-TZVPD",
  "multiplicity": 2,
  "s_squared": 0.754,
  "homo_ev": [-0.40, -3.47],
  "relative_energy_kj_mol": 288.2,
  "total_charge": -1,
  "elements": ["N", "C", "O", "H", "H", "H", "H", "C", "N", "C", "N", "H", "H", "H", "H", "H", "H", "H"],
  "xyz": [[2.16, -1.77, -0.73], [1.10, -0.73, -0.68], [-0.27, -1.13, -0.67], [1.87, -2.56, -0.14], [2.28, -2.09, -1.72], [1.25, -0.15, 0.24], [1.14, 0.01, -1.53], [-0.39, 0.59, 1.87], [-0.38, 1.48, 0.65], [-1.54, 1.30, -0.10], [-1.59, 0.78, -1.34], [-1.29, 0.80, 2.44], [0.51, 0.78, 2.43], [-0.42, -0.48, 1.55], [0.07, 0.95, -0.10], [-2.48, 1.33, 0.55], [-0.81, 1.35, -1.69], [-1.20, -0.46, -1.04]]
}



Record 3
{
  "formula": "C3H11N3O",
  "method": "ωB97M-V/def2-TZVPD",
  "homo_ev": -8.96,
  "smiles": "[H]/N=C(\\N)NCC.O",
  "relative_energy_kj_mol": 155.4,
  "total_charge": 0,
  "elements": ["H", "N", "C", "N", "N", "C", "C", "H", "H", "H", "H", "H", "H", "H", "H", "O", "H", "H"],
  "xyz": [[-1.57, 2.67, 1.59], [-1.64, 1.59, 1.48], [-0.78, 1.19, 0.70], [-0.22, 2.05, -0.24], [-0.35, -0.18, 0.54], [1.07, -0.52, 0.45], [1.27, -1.99, 0.17], [0.19, 1.71, -1.07], [-0.28, 3.05, -0.23], [-0.69, -0.76, 1.43], [1.62, -0.38, 1.35], [1.69, 0.08, -0.25], [0.84, -2.25, -0.86], [0.68, -2.46, 0.99], [2.26, -2.42, 0.26], [-1.24, -0.46, -2.46], [-1.08, -1.13, -1.82], [-1.78, 0.21, -2.02]]
}



Record 4
{
  "formula": "C3H11N3O",
  "method": "ωB97M-V/def2-TZVPD",
  "homo_ev": -9.19,
  "smiles": "[H]/N=C(\\N)NCC.O",
  "relative_energy_kj_mol": 104.0,
  "total_charge": 0,
  "elements": ["H", "N", "C", "N", "N", "C", "C", "H", "H", "H", "H", "H", "H", "H", "H", "O", "H", "H"],
  "xyz": [[2.81, 0.36, 1.67], [1.83, 0.44, 1.90], [1.15, 0.11, 0.85], [1.71, -0.58, -0.24], [-0.18, 0.48, 0.77], [-1.21, -0.60, 0.78], [-2.43, -0.19, -0.03], [1.18, -1.42, -0.46], [2.64, -0.91, -0.03], [-0.35, 1.19, 1.46], [-1.39, -0.77, 1.84], [-0.81, -1.53, 0.37], [-2.18, -0.27, -1.08], [-2.72, 0.83, 0.22], [-3.19, -0.93, 0.24], [1.14, 1.68, -2.73], [0.57, 1.12, -2.20], [1.44, 0.98, -3.34]]
}



Record 5
{
  "formula": "C3H11N3O2",
  "method": "ωB97M-V/def2-TZVPD",
  "homo_ev": -8.95,
  "relative_energy_kj_mol": 245.1,
  "total_charge": 0,
  "elements": ["C", "N", "O", "H", "H", "H", "H", "H", "C", "C", "N", "N", "O", "H", "H", "H", "H", "H", "H"],
  "xyz": [[-2.12, 0.66, -1.34], [-2.07, 1.10, -0.13], [-0.15, -0.57, -1.37], [0.32, -0.24, -2.16], [-0.83, 1.34, 0.19], [-2.66, 0.60, 0.54], [-1.60, 1.23, -2.09], [-2.84, -0.07, -1.68], [0.36, -1.00, 1.00], [0.77, 0.05, -0.04], [2.13, -0.03, -0.37], [0.90, -0.72, 2.33], [0.38, 1.29, 0.19], [2.42, -0.92, -0.75], [2.45, 0.76, -0.92], [0.64, 0.22, 2.60], [1.92, -0.72, 2.29], [0.69, -1.99, 0.67], [-0.73, -1.01, 1.05]]
}



Record 6
{
  "formula": "C3H11N3O2",
  "method": "ωB97M-V/def2-TZVPD",
  "homo_ev": -9.75,
  "smiles": "NC(=O)O.CNCN",
  "relative_energy_kj_mol": 84.8,
  "total_charge": 0,
  "elements": ["N", "C", "O", "O", "H", "H", "H", "C", "N", "C", "N", "H", "H", "H", "H", "H", "H", "H", "H"],
  "xyz": [[-0.10, 2.12, 1.61], [-1.39, 1.76, 1.15], [-2.26, 2.60, 0.96], [-1.48, 0.44, 0.91], [0.36, 1.45, 2.21], [-0.05, 3.09, 1.99], [-0.77, -0.17, 0.52], [1.42, -0.82, 0.43], [0.16, -1.40, -0.12], [0.15, -1.34, -1.59], [-0.51, -0.14, -2.08], [1.37, -0.95, 1.52], [2.24, -1.35, -0.01], [1.39, 0.23, 0.08], [0.16, -2.42, 0.04], [-0.35, -2.24, -1.92], [1.16, -1.48, -1.98], [-1.49, -0.11, -1.79], [-0.01, 0.73, -1.93]]
}